C36H47MoN5P2 as an isolated structure at a distorted geometry, computed with the ωB97M-V functional and the def2-TZVPD basis.

Results
* LUMO energy (spin up / spin down): -7.148 / -9.383 eV
* HOMO level (spin up / spin down): -11.85 / -11.86 eV

```
! RIJCOSX wB97M-V def2-TZVPD def2/J DEFGRID3
* xyz 2 3
Mo -0.621 0.863 -0.629
C 1.668 0.970 -0.804
C 1.141 2.030 -0.030
C 1.067 3.447 -0.563
C -0.333 3.822 -1.081
C -1.120 2.723 -1.754
C -0.543 1.751 -2.641
C 0.885 1.802 -3.130
C 1.970 1.072 -2.266
C -1.827 1.197 0.996
H 2.111 0.129 -0.265
H 1.213 1.962 1.060
H 1.838 3.649 -1.331
H 1.320 4.119 0.279
H -0.917 4.199 -0.226
H -0.249 4.698 -1.752
H -2.189 2.952 -1.886
H -1.223 1.210 -3.314
H 1.187 2.841 -3.334
H 0.920 1.316 -4.117
H 2.093 0.039 -2.637
H 2.943 1.557 -2.476
H -1.918 0.254 1.557
H -2.818 1.485 0.613
H -1.425 1.982 1.647
P -2.386 6.198 -2.159
P 0.863 6.906 -0.757
N -2.862 5.944 -3.833
N -3.863 7.228 -1.788
N 1.976 7.170 -2.109
N 1.680 8.030 0.320
C -1.246 7.596 -2.547
C -0.454 8.090 -1.319
C -3.722 4.901 -4.199
C -4.213 5.143 -5.473
C -3.675 6.392 -5.908
C -2.863 6.871 -4.885
C -4.697 6.942 -0.705
C -5.575 8.006 -0.512
C -5.284 8.984 -1.517
C -4.260 8.467 -2.300
C 2.903 6.208 -2.535
C 3.322 6.536 -3.817
C 2.655 7.740 -4.197
C 1.867 8.121 -3.131
C 2.525 9.108 0.015
C 2.715 9.865 1.159
C 1.923 9.277 2.204
C 1.268 8.179 1.656
H -1.809 8.445 -2.952
H -0.573 7.260 -3.346
H -0.025 9.088 -1.540
H -1.097 8.189 -0.425
H -3.877 4.080 -3.514
H -4.884 4.494 -6.024
H -3.849 6.898 -6.843
H -2.279 7.777 -4.840
H -4.570 6.026 -0.152
H -6.309 8.090 0.268
H -5.739 9.961 -1.624
H -3.771 8.902 -3.161
H 3.185 5.397 -1.884
H 4.004 5.955 -4.418
H 2.684 8.260 -5.137
H 1.220 8.991 -3.048
H 2.931 9.230 -0.979
H 3.354 10.736 1.242
H 1.861 9.622 3.220
H 0.554 7.489 2.074
C 2.208 -2.586 3.154
N 2.011 -2.167 1.799
C 3.164 -2.125 0.955
C 0.718 -1.720 1.343
C 0.342 -2.238 -0.035
C 0.634 -3.570 -0.376
C 0.384 -4.033 -1.665
C -0.202 -3.188 -2.612
C -0.522 -1.866 -2.265
C -0.271 -1.395 -0.977
H 3.155 -2.172 3.532
H 2.282 -3.689 3.234
H 1.366 -2.242 3.771
H 3.135 -2.899 0.167
H 3.278 -1.141 0.472
H 4.046 -2.305 1.590
H -0.015 -2.041 2.103
H 0.688 -0.606 1.385
H 1.074 -4.252 0.366
H 0.643 -5.061 -1.941
H -0.420 -3.551 -3.626
H -0.967 -1.187 -2.996
*
```

Charge distribution, Mulliken scheme, values in e: atom 1 (Mo): -0.565, atom 2 (C): 0.145, atom 3 (C): 0.412, atom 4 (C): -0.934, atom 5 (C): 0.787, atom 6 (C): -0.759, atom 7 (C): -0.493, atom 8 (C): -0.936, atom 9 (C): -0.850, atom 10 (C): -1.267, atom 11 (H): -0.733, atom 12 (H): 0.729, atom 13 (H): -0.290, atom 14 (H): 0.675, atom 15 (H): 0.464, atom 16 (H): -0.287, atom 17 (H): 0.871, atom 18 (H): 0.647, atom 19 (H): 0.235, atom 20 (H): 0.484, atom 21 (H): 0.566, atom 22 (H): 0.386, atom 23 (H): 0.369, atom 24 (H): 0.456, atom 25 (H): 0.330, atom 26 (P): 0.080, atom 27 (P): -0.064, atom 28 (N): 0.514, atom 29 (N): 0.442, atom 30 (N): 0.535, atom 31 (N): 0.382, atom 32 (C): -1.316, atom 33 (C): -1.411, atom 34 (C): -0.530, atom 35 (C): -0.620, atom 36 (C): -0.756, atom 37 (C): -0.200, atom 38 (C): -0.467, atom 39 (C): -0.644, atom 40 (C): -0.684, atom 41 (C): -0.203, atom 42 (C): -0.587, atom 43 (C): -0.812, atom 44 (C): -0.721, atom 45 (C): -0.397, atom 46 (C): 0.067, atom 47 (C): -0.599, atom 48 (C): -0.572, atom 49 (C): -0.145, atom 50 (H): 0.486, atom 51 (H): 0.860, atom 52 (H): 0.436, atom 53 (H): 0.653, atom 54 (H): 0.401, atom 55 (H): 0.441, atom 56 (H): 0.449, atom 57 (H): 0.436, atom 58 (H): 0.359, atom 59 (H): 0.430, atom 60 (H): 0.439, atom 61 (H): 0.320, atom 62 (H): 0.682, atom 63 (H): 0.453, atom 64 (H): 0.493, atom 65 (H): 0.445, atom 66 (H): 0.454, atom 67 (H): 0.461, atom 68 (H): 0.479, atom 69 (H): 0.439, atom 70 (C): -1.052, atom 71 (N): 0.084, atom 72 (C): -0.840, atom 73 (C): -0.577, atom 74 (C): 1.039, atom 75 (C): -0.547, atom 76 (C): -0.598, atom 77 (C): -0.703, atom 78 (C): -0.065, atom 79 (C): -0.226, atom 80 (H): 0.369, atom 81 (H): 0.303, atom 82 (H): 0.345, atom 83 (H): 0.297, atom 84 (H): 0.212, atom 85 (H): 0.387, atom 86 (H): 0.522, atom 87 (H): 0.029, atom 88 (H): 0.482, atom 89 (H): 0.388, atom 90 (H): 0.408, atom 91 (H): 0.394

---

C36H47N4OP2PdS2Si2 as an isolated structure, computed with the ωB97M-V functional and the def2-TZVPD basis.

Results
* LUMO energy (spin up / spin down): -1.710 / -4.174 eV
* HOMO level (spin up / spin down): -10.13 / -10.81 eV

```
! RIJCOSX wB97M-V def2-TZVPD def2/J DEFGRID3
* xyz 1 5
Pd 0.031 -0.689 0.722
C 3.486 -0.979 2.059
Si 3.373 -0.766 0.192
C 3.408 -2.409 -0.688
C 4.860 0.224 -0.386
N 1.895 0.083 -0.252
P 1.654 1.653 -0.152
C 0.033 1.848 0.461
P -1.679 1.793 0.173
N -1.987 0.249 0.192
Si -3.413 -0.693 -0.198
C -4.944 0.263 0.307
C -3.573 -1.013 -2.036
C -3.355 -2.290 0.777
C -1.870 2.609 -1.422
C -2.119 3.976 -1.559
C -2.123 4.556 -2.818
C -1.859 3.783 -3.943
C -1.593 2.426 -3.811
C -1.602 1.840 -2.555
C -2.461 2.831 1.412
C -1.817 3.028 2.633
C -2.425 3.782 3.626
C -3.678 4.338 3.407
C -4.324 4.145 2.192
C -3.718 3.396 1.196
C 2.681 2.564 1.006
C 3.710 3.398 0.574
C 4.525 4.028 1.504
C 4.311 3.830 2.862
C 3.283 3.002 3.296
C 2.469 2.367 2.372
C 1.735 2.484 -1.740
C 1.347 3.818 -1.874
C 1.395 4.425 -3.117
C 1.835 3.707 -4.224
C 2.217 2.380 -4.093
C 2.161 1.762 -2.850
H 3.867 -1.974 2.312
H 2.524 -0.865 2.558
H 4.169 -0.237 2.484
H 4.163 -3.060 -0.234
H 3.672 -2.272 -1.742
H 2.450 -2.922 -0.649
H 5.719 -0.450 -0.480
H 5.137 1.013 0.317
H 4.706 0.681 -1.369
H -5.132 1.126 -0.340
H -4.899 0.609 1.343
H -5.815 -0.396 0.218
H -3.838 -0.095 -2.569
H -4.388 -1.728 -2.195
H -2.677 -1.432 -2.496
H -4.115 -2.271 1.564
H -2.390 -2.450 1.261
H -3.557 -3.158 0.143
H -2.304 4.591 -0.687
H -2.329 5.615 -2.921
H -1.859 4.240 -4.925
H -1.380 1.823 -4.685
H -1.393 0.782 -2.447
H -0.841 2.591 2.808
H -1.917 3.942 4.569
H -4.150 4.930 4.181
H -5.299 4.582 2.016
H -4.224 3.261 0.248
H 3.883 3.549 -0.484
H 5.327 4.672 1.167
H 4.950 4.324 3.583
H 3.119 2.847 4.355
H 1.675 1.710 2.710
H 1.000 4.375 -1.010
H 1.089 5.459 -3.225
H 1.877 4.188 -5.195
H 2.553 1.823 -4.959
H 2.432 0.719 -2.737
C -0.485 -5.302 -1.431
O -0.150 -4.822 -0.111
C -0.083 -3.532 0.093
S 0.358 -2.996 1.639
S -0.299 -2.372 -1.112
H -0.485 -6.382 -1.349
H 0.263 -4.969 -2.148
H -1.468 -4.935 -1.719
C -0.006 -2.004 5.883
N -0.846 -0.984 5.255
C -1.963 -0.418 6.011
C -0.529 -0.499 4.081
N -0.276 -0.080 3.030
H 0.504 -1.595 6.756
H 0.734 -2.355 5.168
H -0.625 -2.847 6.188
H -1.599 0.118 6.889
H -2.629 -1.220 6.332
H -2.519 0.267 5.377
*
```

Charge distribution, Mulliken scheme, values in e: atom 1 (Pd): 0.710, atom 2 (C): -0.787, atom 3 (Si): 0.470, atom 4 (C): -0.745, atom 5 (C): -1.197, atom 6 (N): -0.068, atom 7 (P): 2.750, atom 8 (C): -2.433, atom 9 (P): 2.596, atom 10 (N): 0.380, atom 11 (Si): -0.151, atom 12 (C): -1.246, atom 13 (C): -1.006, atom 14 (C): -0.774, atom 15 (C): 0.844, atom 16 (C): -0.583, atom 17 (C): -0.833, atom 18 (C): -0.674, atom 19 (C): -0.907, atom 20 (C): -0.683, atom 21 (C): 0.259, atom 22 (C): -0.470, atom 23 (C): -0.925, atom 24 (C): -0.620, atom 25 (C): -0.946, atom 26 (C): -0.205, atom 27 (C): 0.449, atom 28 (C): -0.589, atom 29 (C): -0.698, atom 30 (C): -0.601, atom 31 (C): -1.117, atom 32 (C): -0.337, atom 33 (C): 0.259, atom 34 (C): -0.351, atom 35 (C): -0.772, atom 36 (C): -0.633, atom 37 (C): -0.687, atom 38 (C): -0.661, atom 39 (H): 0.425, atom 40 (H): -0.126, atom 41 (H): 0.331, atom 42 (H): 0.363, atom 43 (H): 0.262, atom 44 (H): 0.013, atom 45 (H): 0.449, atom 46 (H): 0.300, atom 47 (H): 0.325, atom 48 (H): 0.295, atom 49 (H): 0.307, atom 50 (H): 0.414, atom 51 (H): 0.275, atom 52 (H): 0.451, atom 53 (H): 0.272, atom 54 (H): 0.407, atom 55 (H): 0.006, atom 56 (H): 0.330, atom 57 (H): 0.496, atom 58 (H): 0.446, atom 59 (H): 0.453, atom 60 (H): 0.462, atom 61 (H): 0.463, atom 62 (H): 0.307, atom 63 (H): 0.495, atom 64 (H): 0.415, atom 65 (H): 0.446, atom 66 (H): 0.597, atom 67 (H): 0.482, atom 68 (H): 0.450, atom 69 (H): 0.407, atom 70 (H): 0.477, atom 71 (H): 0.482, atom 72 (H): 0.465, atom 73 (H): 0.436, atom 74 (H): 0.439, atom 75 (H): 0.436, atom 76 (H): 0.396, atom 77 (C): -0.751, atom 78 (O): -0.337, atom 79 (C): 0.501, atom 80 (S): -0.291, atom 81 (S): -0.336, atom 82 (H): 0.253, atom 83 (H): 0.344, atom 84 (H): 0.334, atom 85 (C): -0.929, atom 86 (N): 0.069, atom 87 (C): -0.950, atom 88 (C): 0.044, atom 89 (N): -0.008, atom 90 (H): 0.332, atom 91 (H): 0.272, atom 92 (H): 0.334, atom 93 (H): 0.323, atom 94 (H): 0.339, atom 95 (H): 0.286

---

ΔE to the lowest compared entry with this formula, charge and spin (computed, kcal/mol): 10.07 12.69
E (computed, Eh): -2423.83842 -3880.04131